i.
Here is an isolated molecule of C5H10O2 from OMol25. Energies are from ωB97M-V with the def2-TZVPD basis set.

SMILES	OC[C@H]1CCCO1
LUMO energy	1.0257	eV
HOMO-LUMO gap	10.833	eV

Each line ends with the Löwdin charge.
Geometry (Å):
O 2.8451 -0.1515 -0.3364  -0.048
C 1.7053 -0.8238 0.1399  -0.230
C 0.4406 -0.3356 -0.5440  -0.324
C -0.8612 -0.9030 0.0635  -0.124
C -1.5751 0.3382 0.6224  -0.154
C -0.9659 1.4520 -0.2233  -0.201
O 0.3936 1.0814 -0.3616  -0.119
H 2.6315 0.7913 -0.2869  0.086
H 1.5831 -0.6970 1.2295  0.130
H 1.8503 -1.8904 -0.0622  0.130
H 0.5061 -0.5462 -1.6215  0.153
H -0.6531 -1.6447 0.8426  0.113
H -1.4651 -1.3943 -0.7053  0.113
H -1.3140 0.4948 1.6741  0.114
H -2.6646 0.2807 0.5427  0.111
H -1.0048 2.4424 0.2378  0.124
H -1.4519 1.5057 -1.2114  0.125

ii.
Here is a structure of composition C5H10O2 from OMol25. Energies are from ωB97M-V with the def2-TZVPD basis set.

LUMO energy	0.8767	eV
HOMO-LUMO gap	9.171	eV

Each line ends with the Löwdin charge.
Geometry (Å):
C -1.1094 -1.5909 0.8134  -0.031
C 0.1101 -0.7618 0.4561  -0.331
O 0.5159 -0.9947 -0.9206  -0.071
C 0.8301 0.7500 -1.6146  0.046
C 1.0550 1.3534 -0.2569  -0.222
C -0.0737 0.7592 0.5979  -0.368
O -1.3300 1.1774 0.1156  -0.042
H -0.9345 -2.6499 0.6039  0.085
H -1.9841 -1.2462 0.2553  0.084
H -1.3344 -1.4838 1.8802  0.092
H 0.9743 -1.0780 1.0492  0.153
H -0.2040 -0.6808 -1.5128  0.093
H 1.7741 0.5183 -2.1256  0.042
H 2.0381 1.1772 0.2041  0.114
H 0.8973 2.4356 -0.3480  0.126
H -0.0133 1.0516 1.6517  0.154
H -1.2114 1.2634 -0.8487  0.076

iii.
Here is an isolated molecule of C5H10O2 from OMol25. Energies are from ωB97M-V with the def2-TZVPD basis set.

SMILES	COC(C)(C)C=O
LUMO energy	0.9019	eV
HOMO-LUMO gap	10.553	eV

Each line ends with the Löwdin charge.
Geometry (Å):
C 2.1767 -0.0906 0.0979  -0.096
O 0.9895 0.3861 0.6977  -0.150
C -0.3025 0.0444 0.1907  -0.549
C -0.8823 1.0107 -0.8471  -0.018
C -1.1842 0.1292 1.4441  -0.013
C -0.3390 -1.3684 -0.3923  -0.188
O -1.0830 -1.6952 -1.2874  0.071
H 2.2457 -1.1885 0.0674  0.077
H 2.9853 0.2606 0.7472  0.094
H 2.3397 0.3051 -0.9142  0.094
H -0.2526 1.1349 -1.7331  0.090
H -1.0671 1.9827 -0.3813  0.088
H -1.8400 0.6044 -1.1929  0.089
H -1.1573 1.1757 1.7677  0.092
H -2.2212 -0.1482 1.2325  0.097
H -0.7808 -0.4822 2.2557  0.091
H 0.3561 -2.1079 0.0529  0.131

Tell me which of them is the least stable. Sure, it is ii.